{
  "formula": "C40H111N9O13",
  "method": "ωB97M-V/def2-TZVPD",
  "e_lumo_ev": 0.50,
  "homo_energy_ha": -0.31057,
  "smiles": "COC[C@H](C)N.COC[C@H](C)N.COC[C@H](C)N.COC[C@H](C)N.COC[C@H](C)N.COC[C@H](C)N.COC[C@H](C)N.COC[C@H](C)N.COC[C@H](C)N.OCCO.OCCO",
  "fmax_ev_per_a": 2.6,
  "symbols": ["C", "C", "C", "O", "C", "N", "H", "H", "H", "H", "H", "H", "H", "H", "H", "H", "H", "C", "C", "C", "O", "C", "N", "H", "H", "H", "H", "H", "H", "H", "H", "H", "H", "H", "C", "C", "C", "O", "C", "N", "H", "H", "H", "H", "H", "H", "H", "H", "H", "H", "H", "C", "C", "C", "O", "C", "N", "H", "H", "H", "H", "H", "H", "H", "H", "H", "H", "H", "C", "C", "C", "O", "C", "N", "H", "H", "H", "H", "H", "H", "H", "H", "H", "H", "H", "C", "C", "C", "O", "C", "N", "H", "H", "H", "H", "H", "H", "H", "H", "H", "H", "H", "C", "C", "C", "O", "C", "N", "H", "H", "H", "H", "H", "H", "H", "H", "H", "H", "H", "C", "C", "C", "O", "C", "N", "H", "H", "H", "H", "H", "H", "H", "H", "H", "H", "H", "C", "C", "C", "O", "C", "N", "H", "H", "H", "H", "H", "H", "H", "H", "H", "H", "H", "C", "C", "O", "O", "H", "H", "H", "H", "H", "H", "C", "C", "O", "O", "H", "H", "H", "H", "H", "H"],
  "positions_angstrom": [[13.368319, -7.773080, -16.280892], [14.522329, -8.578833, -15.758820], [15.614479, -7.734793, -15.127236], [16.787940, -8.534612, -14.962862], [17.528648, -8.741849, -16.129959], [14.119730, -9.631778, -14.805632], [12.541552, -8.263912, -16.799934], [13.702601, -6.926919, -16.883659], [12.790573, -7.307886, -15.465158], [15.026683, -9.057061, -16.612437], [15.397334, -7.338381, -14.133477], [15.866970, -6.861603, -15.745333], [17.595439, -7.876762, -16.804294], [17.071043, -9.515933, -16.779803], [18.504671, -9.161215, -15.896685], [13.634802, -10.367891, -15.297758], [14.958631, -9.952418, -14.336056], [9.876422, 4.584881, -20.049941], [9.406877, 3.363260, -19.253121], [10.202152, 3.224629, -17.980162], [9.934772, 1.941351, -17.429561], [10.888263, 1.512458, -16.474079], [7.973494, 3.568323, -18.831415], [9.280461, 4.695381, -20.952340], [10.891170, 4.342700, -20.389157], [9.899881, 5.463337, -19.412507], [9.451355, 2.471915, -19.886036], [9.875834, 4.015145, -17.295917], [11.272839, 3.291996, -18.207388], [10.970467, 0.432135, -16.582234], [10.468841, 1.688430, -15.470962], [11.847213, 2.032130, -16.471617], [7.391215, 3.599139, -19.676169], [7.715029, 2.614395, -18.525766], [11.302031, -4.947206, -11.075792], [11.982391, -4.566506, -12.391176], [13.411076, -5.011832, -12.467921], [14.264943, -4.383749, -11.486858], [14.448938, -2.989810, -11.569532], [11.248875, -5.110577, -13.569619], [11.444951, -6.035743, -10.983513], [10.214105, -4.873767, -11.131950], [11.656820, -4.481165, -10.159645], [11.943884, -3.477137, -12.560781], [13.924496, -4.792826, -13.417064], [13.541805, -6.073507, -12.232202], [15.090607, -2.747312, -12.425630], [15.005541, -2.691320, -10.681171], [13.502374, -2.445219, -11.620176], [11.619166, -6.060730, -13.736758], [10.287431, -5.377795, -13.349044], [21.526992, -6.842629, -10.599935], [21.783989, -7.038523, -12.085359], [20.481259, -7.176051, -12.889247], [19.861745, -5.922144, -13.093306], [20.009625, -5.364760, -14.376807], [22.659802, -5.966041, -12.579084], [20.741394, -6.100025, -10.452643], [22.449748, -6.604634, -10.069567], [21.197092, -7.736852, -10.056280], [22.405241, -7.941868, -12.141515], [19.773317, -7.855104, -12.400337], [20.668299, -7.645810, -13.865457], [19.409304, -5.833987, -15.159891], [21.056878, -5.389089, -14.688219], [19.689741, -4.330688, -14.264251], [22.889617, -6.156750, -13.552818], [22.146663, -5.082981, -12.596259], [13.602131, -2.674667, -20.232765], [13.475236, -4.186209, -20.079880], [14.797764, -4.901501, -19.835048], [14.407400, -6.271181, -19.674683], [15.347333, -7.181365, -19.131652], [12.461334, -4.548612, -19.040473], [13.526101, -2.158017, -19.269320], [12.857076, -2.196241, -20.868792], [14.584739, -2.382367, -20.626873], [13.011652, -4.523019, -21.018263], [15.267157, -4.584584, -18.894233], [15.438763, -4.842992, -20.721539], [14.712179, -8.075533, -19.082927], [15.643539, -6.911614, -18.111970], [16.173744, -7.436936, -19.805808], [12.518140, -3.844525, -18.263546], [12.903549, -5.295644, -18.487716], [18.142393, -1.254149, -11.787312], [19.416227, -0.680160, -11.160514], [19.055932, 0.307803, -10.050319], [18.514348, 1.501207, -10.603895], [19.413591, 2.551447, -10.754705], [20.132791, -1.849977, -10.611205], [18.387952, -2.006320, -12.537877], [17.627888, -0.382365, -12.205130], [17.422512, -1.784723, -11.155104], [19.964456, -0.164805, -11.947328], [20.022734, 0.516926, -9.557638], [18.373878, -0.080744, -9.296237], [18.849918, 3.375204, -11.191281], [20.236547, 2.401316, -11.471038], [19.854165, 2.797170, -9.786022], [19.520160, -2.323569, -9.953051], [20.987598, -1.600490, -10.120867], [16.813014, 5.431880, -11.071687], [15.911946, 4.769152, -12.113898], [15.745551, 3.292954, -11.787868], [15.024964, 2.713152, -12.863410], [15.124184, 1.310215, -12.902775], [14.569120, 5.406410, -12.029358], [16.731128, 6.524070, -11.190785], [17.869190, 5.244119, -11.263681], [16.448064, 5.262016, -10.059474], [16.415574, 4.857834, -13.084908], [15.232663, 3.150694, -10.827946], [16.742142, 2.840779, -11.656491], [14.336474, 0.793107, -12.351694], [16.115183, 0.981616, -12.572231], [15.070039, 1.021416, -13.956624], [14.011036, 5.048267, -12.801859], [14.753998, 6.395984, -12.190038], [13.835570, -0.673251, -16.230745], [14.223365, -2.140471, -16.418790], [15.136182, -2.510707, -15.267465], [15.898933, -3.647191, -15.517891], [16.728042, -3.939292, -14.429581], [12.977276, -2.948781, -16.450890], [14.748602, -0.094221, -16.101335], [13.216875, -0.650210, -15.331288], [13.288722, -0.297290, -17.091492], [14.826079, -2.298613, -17.321709], [14.553039, -2.531473, -14.333463], [15.835028, -1.668957, -15.114351], [16.106459, -4.306160, -13.591080], [17.319625, -3.124431, -13.984685], [17.439451, -4.737398, -14.625631], [12.946688, -3.652876, -15.728921], [12.210594, -2.305322, -16.360352], [17.906710, 2.904343, -15.456352], [17.507818, 2.270942, -16.789169], [16.042826, 2.635883, -17.062675], [15.492887, 1.648170, -17.911176], [14.408349, 2.175109, -18.614035], [18.345992, 2.843819, -17.840680], [18.977525, 3.131114, -15.426215], [17.704164, 2.189684, -14.655141], [17.452763, 3.866444, -15.212717], [17.531126, 1.180082, -16.661868], [16.083095, 3.601583, -17.573189], [15.520713, 2.658754, -16.099216], [14.668489, 3.128660, -19.076932], [13.584278, 2.384310, -17.915870], [13.990106, 1.464805, -19.322731], [18.183636, 2.356245, -18.722231], [19.325374, 2.681100, -17.622235], [17.377928, -5.806099, -10.898544], [17.909795, -5.298655, -9.573554], [17.198621, -4.170517, -9.127809], [16.067246, -6.296199, -10.725562], [18.010481, -6.625384, -11.226238], [17.351423, -4.986742, -11.622309], [18.992169, -5.134218, -9.670142], [17.854075, -6.148862, -8.881970], [16.919306, -4.279465, -8.219264], [15.421810, -5.569260, -10.838377], [9.206787, -2.553285, -14.616835], [8.583661, -2.557236, -13.226707], [8.901682, -3.651890, -12.409562], [10.620774, -2.800144, -14.718925], [9.080815, -1.583646, -15.111537], [8.675207, -3.269858, -15.266731], [7.518921, -2.531457, -13.451929], [8.899410, -1.653596, -12.692316], [9.853627, -3.708473, -12.292155], [10.827313, -3.709099, -14.423426]],
  "forces_ev_per_a": [[-1.2, 1.2, 0.7], [0.2, -0.8, -0.1], [0.6, 0.1, -0.2], [0.2, 0.4, 0.4], [-0.5, -1.0, -1.2], [-0.1, 1.1, -0.1], [0.6, -0.6, -0.4], [0.1, -0.2, -0.2], [0.5, 0.0, 0.2], [-0.2, 0.2, -0.2], [-0.4, -0.3, 0.1], [-0.2, -0.1, -0.2], [0.2, 0.3, 0.5], [0.0, 0.1, 0.3], [0.1, 0.4, 0.3], [0.2, -0.3, 0.2], [-0.2, -0.4, -0.1], [0.6, -1.2, 0.1], [-1.4, 1.2, -0.1], [0.0, -0.7, -0.3], [0.6, 0.2, -0.3], [-1.2, -0.1, 1.0], [0.1, -1.6, -0.6], [-0.2, 0.4, 0.1], [0.0, 0.4, 0.0], [-0.2, 0.2, -0.2], [0.5, -0.1, 0.2], [0.2, 0.1, 0.0], [0.0, 0.2, 0.1], [0.4, 0.0, -0.1], [0.1, 0.0, 0.0], [0.1, -0.1, -0.6], [0.3, 0.5, 0.1], [0.0, 0.7, 0.5], [0.0, -1.4, -0.2], [-1.1, 0.9, -0.3], [1.9, 0.5, 0.4], [-0.7, -0.4, 0.5], [0.4, 0.1, -0.2], [0.5, -2.1, 0.3], [0.2, 0.2, 0.3], [0.2, 0.3, 0.2], [0.2, 0.2, -0.2], [0.1, -0.2, 0.3], [-0.7, -0.2, -0.3], [-0.3, 0.0, -0.2], [-0.3, 0.1, 0.0], [-0.2, -0.1, 0.1], [0.1, 0.0, 0.0], [0.2, 0.6, -0.3], [0.0, 0.6, 0.3], [-0.3, -0.2, 0.6], [0.5, -0.2, 0.3], [0.2, -0.6, -0.5], [-0.3, -0.1, 0.3], [0.4, 0.3, 0.2], [-0.3, 0.2, -0.3], [0.3, 0.3, 0.2], [0.0, 0.6, -0.2], [-0.3, -0.2, -0.6], [-0.4, -0.1, -0.4], [0.0, 0.2, 0.2], [0.2, 0.1, 0.0], [-0.2, -0.3, 0.1], [0.0, 0.1, -0.1], [0.1, 0.1, -0.2], [0.1, 0.0, 0.2], [0.1, -0.2, 0.2], [0.7, 0.7, 0.5], [-1.4, 0.3, 0.0], [-0.8, -1.0, -0.1], [0.6, 0.1, -0.1], [-1.4, -0.5, -0.4], [1.2, 0.7, 1.5], [0.0, -0.2, 0.1], [-0.1, -0.4, -0.1], [-0.1, -0.2, -0.1], [0.6, -0.4, 0.0], [0.2, 0.4, -0.2], [0.3, 0.4, 0.3], [0.5, -0.2, 0.3], [0.3, 0.1, -0.2], [0.2, 0.5, 0.2], [-0.3, -0.2, -1.1], [-0.6, -0.4, -0.7], [-0.2, 0.5, -0.6], [-1.4, -1.8, 1.2], [1.3, 0.7, -0.6], [-0.5, -0.7, 0.1], [0.4, 0.5, -0.3], [0.4, 0.4, -0.3], [0.2, 0.4, -0.3], [-0.2, -0.4, -0.3], [0.4, 0.3, 0.7], [0.3, -0.1, 0.1], [-0.3, 0.2, 0.2], [-0.2, -0.2, -0.2], [0.0, 0.2, 0.4], [-0.1, -0.6, 0.1], [0.0, 0.4, 0.0], [0.1, 0.0, -0.1], [-0.1, 0.0, 0.0], [-0.4, 1.1, -0.6], [-0.4, -0.2, 1.2], [0.4, 0.3, -0.2], [0.2, -0.1, 0.3], [0.4, -0.1, -0.8], [1.1, 0.0, -0.5], [0.0, -0.1, -0.1], [-0.1, -0.4, 0.5], [0.4, -0.4, 0.1], [-0.3, 0.0, -0.1], [-0.2, 0.2, -0.1], [-0.2, -0.1, -0.3], [0.0, 0.1, 0.2], [-0.1, 0.0, 0.3], [-0.3, -0.1, 0.1], [-0.1, 0.2, 0.1], [-0.5, -0.1, -0.1], [0.5, -0.6, -0.1], [-0.3, -0.5, 0.4], [0.1, 1.5, 0.1], [0.3, -0.5, -0.2], [-0.2, -0.8, 1.5], [1.1, 0.5, -0.6], [-0.2, 0.3, -0.1], [-0.1, 0.4, 0.0], [-0.1, 0.1, 0.0], [-0.2, 0.1, -0.1], [-0.1, -0.5, -0.1], [0.0, 0.0, -0.1], [0.2, 0.0, -0.1], [-0.3, 0.4, -0.7], [-0.2, -0.1, -0.6], [-0.1, 0.1, 0.1], [-0.5, -0.4, 0.4], [0.7, -0.2, 0.4], [-0.6, 0.9, 0.6], [1.1, -0.8, 0.1], [0.3, 0.0, -0.4], [-1.0, 0.2, 0.5], [0.2, -0.7, -0.4], [0.0, -0.3, -0.1], [-0.1, 0.2, 0.2], [-0.4, -0.1, -0.3], [0.3, 0.0, -0.3], [-0.4, 0.2, 0.2], [-0.3, 0.2, -0.2], [0.0, -0.1, -0.4], [0.0, 0.1, 0.0], [0.4, -0.1, -0.2], [-0.1, 0.2, 0.1], [-0.1, 0.1, 0.0], [-0.7, 0.6, 0.6], [0.8, -1.2, -0.1], [0.0, 0.5, -0.2], [-0.5, -0.3, -0.1], [0.1, 0.0, -0.3], [0.4, -0.1, -0.2], [-0.1, 0.6, 0.0], [-0.3, 0.2, 0.2], [0.0, -0.1, 0.1], [0.5, -0.2, 0.1], [0.8, -0.6, -1.1], [0.8, 1.1, -0.5], [-0.5, -0.8, -0.2], [-0.8, 0.8, 0.5], [-0.3, 0.0, 0.4], [0.1, 0.0, 0.3], [-0.2, -0.1, 0.6], [-0.3, 0.2, -0.1], [-0.2, 0.5, -0.1], [0.0, -0.1, -0.3]],
  "mulliken_charge": [-0.761, 1.168, -0.239, -0.441, -0.778, -0.809, 0.456, -0.160, -0.024, -0.007, 0.231, -0.053, 0.260, 0.309, 0.363, 0.246, 0.273, -1.306, 0.368, -0.243, -0.312, -0.378, -0.789, 0.404, 0.312, 0.307, 0.276, 0.246, 0.059, -0.005, 0.319, 0.190, 0.270, 0.267, -1.636, 0.896, -0.727, -0.500, -0.407, -0.689, 0.381, 0.591, 0.280, 0.269, -0.062, 0.383, -0.047, 0.372, 0.381, 0.172, 0.369, -1.089, 0.607, -1.160, -0.043, -0.724, -0.778, -0.133, 0.429, 0.367, 0.342, 0.487, 0.498, 0.119, 0.456, 0.125, 0.297, 0.282, -0.868, 0.388, -0.394, -0.394, -0.555, -0.808, -0.095, 0.360, 0.330, 0.317, 0.099, 0.405, 0.267, 0.068, 0.375, 0.375, 0.260, -0.062, 0.245, -0.791, -0.162, -0.453, -0.629, -0.184, -0.538, 0.256, 0.377, 0.424, 0.298, -0.175, 0.289, 0.350, 0.162, 0.274, -1.540, 1.005, 0.128, -0.259, 0.874, -0.764, 0.468, 0.363, 0.312, -0.168, 0.265, -0.442, 0.376, -0.687, -0.213, 0.270, 0.284, -1.396, 1.009, -1.224, -0.552, 0.504, 0.420, -0.062, 0.455, 0.480, -0.029, -0.031, 0.393, -0.209, 0.245, -0.082, -0.212, 0.178, -1.281, 0.900, -0.923, -0.211, -0.989, -0.809, 0.506, 0.157, 0.162, 0.161, 0.591, 0.118, 0.497, 0.287, 0.360, 0.244, 0.244, 0.663, -0.439, -0.448, -0.672, 0.028, -0.178, -0.003, 0.343, 0.256, 0.507, -0.613, -0.400, -0.578, -0.229, 0.286, 0.347, 0.349, 0.288, 0.183, 0.204]
}